# 1
A structure of composition C44H36BrClF4N9O3V, computed with ωB97M-V/def2-TZVPD.

Calculated values
Energy above the lowest of the compared OMol25 structures with the same formula, charge and spin (kcal per mole): 0.92
Orbital gap (spin up / spin down) (eV): 6.35 / 6.27
M (g/mol): 981.12
Charge: +1
Spin multiplicity: 4

Geometry (Å):
V  -0.3562  0.2087  0.6822
O  0.5668  3.1793  3.0858
C  -0.1890  2.9245  4.1969
C  -0.0180  3.7652  5.2878
C  -0.7759  3.5886  6.4327
C  -1.7167  2.5709  6.5016
C  -1.8758  1.7267  5.4179
C  -1.1079  1.8727  4.2652
C  -1.3596  0.8708  3.1612
O  -1.1119  1.3125  1.8587
N  -0.5155  -0.3435  3.3707
N  -0.1079  -0.9567  2.2242
C  0.3211  -2.1741  2.2408
C  0.8532  -2.8267  1.0741
Br  0.7985  -1.7539  -0.5365
C  1.4137  -4.0352  0.9834
C  1.4303  -5.0822  2.0056
C  2.5191  -5.9559  2.0525
C  2.5556  -6.9838  2.9771
C  1.4934  -7.1728  3.8519
C  0.3905  -6.3314  3.7948
C  0.3569  -5.2941  2.8783
H  0.0995  2.7949  2.3329
H  0.7045  4.5692  5.2067
H  -0.6450  4.2609  7.2711
H  -2.3349  2.4507  7.3815
H  -2.6228  0.9374  5.4595
H  -2.4083  0.5813  3.2626
H  -0.7797  -0.9386  4.1436
H  0.3566  -2.7204  3.1775
H  1.9153  -4.2771  0.0513
H  3.3484  -5.8147  1.3682
H  3.4080  -7.6501  3.0099
H  1.5142  -7.9885  4.5631
H  -0.4553  -6.4979  4.4495
H  -0.5362  -4.6860  2.7962
F  -6.3234  1.0244  -1.7179
C  -5.8293  0.5809  -0.5716
C  -6.6494  0.5539  0.5304
F  -7.8970  0.9567  0.3819
C  -6.2034  0.1354  1.8040
C  -4.8684  -0.3049  1.8400
C  -4.0618  -0.2628  0.7390
F  -2.8087  -0.7617  0.8872
C  -4.4849  0.2028  -0.5101
C  -3.5703  0.3126  -1.6453
C  -2.2807  0.5698  -1.3381
N  -1.2047  0.7824  -0.8964
C  -3.9683  0.1357  -3.0036
N  -4.2813  -0.0363  -4.0983
F  -4.3560  -0.8025  2.9641
C  -7.0251  0.1755  2.9695
C  -6.5779  -0.2903  4.2371
N  -6.2337  -0.6399  5.2811
C  -8.3301  0.7372  2.9881
N  -9.3765  1.2156  3.0706
C  5.6430  -0.7166  2.1392
C  5.9648  0.1187  0.8939
C  7.3839  -0.2428  0.4318
C  5.0121  -0.3314  -0.2316
C  5.8749  1.6743  1.1609
O  5.7812  2.3767  -0.0751
C  7.1311  2.2550  1.8479
C  7.6435  1.7974  3.2242
C  6.7872  2.0479  4.4426
C  6.3772  0.9986  5.2577
C  5.6474  1.2280  6.4163
C  5.3227  2.5265  6.7664
Cl  4.4594  2.8193  8.2389
C  5.7123  3.5926  5.9689
C  6.4424  3.3459  4.8167
C  4.6220  2.1247  1.9645
N  3.3354  1.9167  1.2863
C  2.3939  1.0472  1.6159
N  1.4140  1.1057  0.7188
C  1.8031  2.1259  -0.1179
N  2.9557  2.6362  0.2060
H  5.7118  -1.7761  1.8802
H  4.6314  -0.5390  2.5149
H  6.3437  -0.5335  2.9539
H  7.4118  -1.2936  0.1364
H  8.1218  -0.1062  1.2235
H  7.6926  0.3444  -0.4378
H  5.2559  -1.3602  -0.5088
H  5.1115  0.2932  -1.1166
H  3.9673  -0.3232  0.0760
H  6.6474  2.3852  -0.4986
H  6.9779  3.3373  1.8603
H  7.9549  2.0767  1.1541
H  8.5801  2.3415  3.3734
H  7.9156  0.7417  3.1897
H  6.6617  -0.0186  5.0104
H  5.3553  0.4080  7.0600
H  5.4705  4.6057  6.2645
H  6.7779  4.1846  4.2141
H  4.7122  3.1902  2.1593
H  4.5625  1.6050  2.9154
H  2.4482  0.3780  2.4587
H  1.2222  2.4579  -0.9620

# 2
A structure of composition C44H36ClO3P2Zr, computed with ωB97M-V/def2-TZVPD.

Calculated values
Orbital gap (eV): 4.33
M (g/mol): 801.39
Charge: +3
Spin multiplicity: 1

Geometry (Å):
Zr  -0.5486  -0.0220  -0.1613
P  -1.1170  -0.3360  2.3527
C  1.3640  -0.7449  0.3973
O  2.4965  -0.8972  0.6881
P  0.2245  -0.7502  -2.5350
C  0.1886  0.0181  3.5701
C  -1.8880  -1.8806  2.9219
C  -2.3514  1.0187  2.5411
C  -0.1369  0.7125  -3.5873
C  1.9557  -1.1381  -2.9049
C  -0.7843  -2.1314  -3.1707
C  0.2169  1.2199  4.2997
C  1.2536  1.4612  5.2021
C  2.2774  0.5251  5.3796
C  2.2718  -0.6453  4.6126
C  1.2514  -0.8907  3.6997
H  -0.5647  1.9626  4.1517
H  1.2622  2.3887  5.7751
H  3.0704  0.7065  6.1113
H  3.0795  -1.3690  4.7350
H  1.2771  -1.7838  3.0736
C  -2.0958  2.2904  1.9991
C  -3.0312  3.3182  2.1138
C  -4.2166  3.1142  2.8211
C  -4.4841  1.8446  3.3538
C  -3.5779  0.7937  3.1944
H  -1.1653  2.5135  1.4751
H  -2.8122  4.2862  1.6566
H  -4.9189  3.9377  2.9662
H  -5.4093  1.6779  3.9047
H  -3.8021  -0.2045  3.5687
C  -1.8578  -2.2277  4.2827
C  -2.4490  -3.4163  4.7171
C  -3.0622  -4.2815  3.8006
C  -3.0651  -3.9472  2.4398
C  -2.4855  -2.7587  1.9935
H  -1.3585  -1.5723  4.9960
H  -2.4289  -3.6658  5.7773
H  -3.5319  -5.2074  4.1448
H  -3.5299  -4.6300  1.7227
H  -2.4906  -2.5132  0.9289
C  2.3402  -2.4009  -3.3883
C  3.6925  -2.6769  -3.6080
C  4.6756  -1.7263  -3.3095
C  4.2890  -0.4990  -2.7527
C  2.9430  -0.2136  -2.5306
H  1.5860  -3.1658  -3.5602
H  3.9855  -3.6454  -4.0103
H  5.7305  -1.9396  -3.5017
H  5.0517  0.2334  -2.4838
H  2.6496  0.7121  -2.0309
C  -1.0995  1.6438  -3.1721
C  -1.3179  2.8003  -3.9220
C  -0.6275  3.0349  -5.1120
C  0.3406  2.1085  -5.5298
C  0.5958  0.9660  -4.7659
H  -1.7082  1.4830  -2.2716
H  -2.0382  3.5379  -3.5627
H  -0.8328  3.9313  -5.7019
H  0.9052  2.2874  -6.4451
H  1.3885  0.2836  -5.0606
C  -1.3477  -2.0739  -4.4533
C  -2.0860  -3.1555  -4.9415
C  -2.3134  -4.2823  -4.1401
C  -1.8086  -4.3065  -2.8346
C  -1.0483  -3.2436  -2.3440
H  -1.2083  -1.1766  -5.0564
H  -2.4801  -3.1237  -5.9563
H  -2.8716  -5.1359  -4.5334
H  -2.0019  -5.1752  -2.1987
H  -0.6717  -3.2643  -1.3181
H  -4.1504  2.1767  -1.2874
H  -4.4707  1.4963  -1.3186
Cl  6.0789  2.6035  2.2390
C  4.5774  2.6254  1.4146
C  4.4906  3.1196  0.1073
C  3.2359  3.2019  -0.5114
C  2.1054  2.8536  0.2371
C  2.2005  2.2619  1.4946
C  3.4480  2.1678  2.1002
C  0.8362  2.8687  -0.5139
O  0.5556  3.6685  -1.3825
O  0.0248  1.8085  -0.2069
H  5.3888  3.4537  -0.3995
H  3.0936  3.4812  -1.5546
H  1.3158  1.8367  1.9562
H  3.5317  1.7830  3.1122

# 3
A structure of composition C44H37BaN7O8S2, computed with ωB97M-V/def2-TZVPD.

Calculated values
Energy above the lowest of the compared OMol25 structures with the same formula, charge and spin (kcal per mole): 23.62
Orbital gap (spin up / spin down) (eV): 5.09 / 5.09
M (g/mol): 993.28
Charge: -2
Spin multiplicity: 1

Geometry (Å):
Ba  -19.9931  -14.0763  -5.4721
O  -24.3729  -13.7019  -6.2800
C  -23.2804  -14.3446  -6.5116
N  -22.5708  -15.1393  -5.7267
C  -23.1132  -15.6815  -4.5683
C  -24.4911  -15.7954  -4.3142
C  -24.9735  -16.5624  -3.2454
C  -24.1269  -17.2381  -2.4578
C  -22.7544  -17.1987  -2.6762
C  -22.2185  -16.4779  -3.7314
N  -20.8567  -16.3956  -4.0352
C  -19.9277  -17.1505  -3.4362
O  -20.0042  -17.9770  -2.5119
C  -18.5854  -16.9427  -4.1615
C  -18.6263  -17.1485  -5.5313
C  -17.4916  -16.9599  -6.2624
C  -16.2947  -16.6174  -5.6503
C  -16.3858  -16.3459  -4.2352
N  -17.4954  -16.5259  -3.5477
C  -22.5959  -14.0315  -7.8407
C  -23.3162  -13.2091  -8.7219
C  -22.7604  -12.6780  -9.8255
C  -21.4395  -13.0730  -10.1325
C  -20.7303  -13.8644  -9.1725
N  -21.3418  -14.2692  -8.0280
H  -25.1512  -15.2384  -4.9568
H  -26.0274  -16.7159  -3.2576
H  -24.4522  -17.9248  -1.6657
H  -21.9928  -17.6811  -2.0876
H  -19.5990  -17.4543  -5.9576
H  -17.5278  -17.0082  -7.3239
H  -15.3437  -16.3863  -6.1557
H  -15.4578  -16.0958  -3.7819
H  -24.3077  -12.9376  -8.3895
H  -23.3129  -12.1295  -10.5591
H  -20.9670  -12.6596  -10.9953
H  -19.7241  -14.1701  -9.2863
O  -13.8597  -11.6561  -7.2306
C  -14.8851  -12.1799  -6.8762
C  -15.7904  -13.0595  -7.6929
O  -15.5190  -13.3799  -8.8436
C  -17.0043  -13.3286  -6.8768
C  -16.8170  -12.8347  -5.5261
O  -17.7437  -12.9332  -4.6245
C  -15.5629  -12.0056  -5.5417
O  -15.2258  -11.2791  -4.6306
O  -18.0985  -13.8933  -7.2142
S  -19.6725  -11.2353  -7.3776
C  -20.1016  -9.6943  -7.1227
N  -19.6807  -8.6529  -7.9285
C  -19.5487  -7.3292  -7.4383
C  -19.8258  -7.3309  -5.9465
N  -21.0454  -8.0458  -5.5071
C  -22.0433  -7.3806  -4.6916
C  -22.9301  -6.4811  -5.5226
C  -23.5816  -6.9461  -6.6791
C  -24.5054  -6.1713  -7.3701
C  -24.8459  -4.8631  -6.9133
C  -24.1149  -4.3930  -5.8548
C  -23.1907  -5.1536  -5.1438
C  -21.1171  -9.2447  -6.0335
S  -22.3021  -10.3126  -5.6078
C  -19.2448  -8.8844  -9.2825
C  -17.8081  -8.5186  -9.4946
C  -16.9319  -9.5427  -9.2083
C  -15.5705  -9.3790  -9.4739
C  -15.1662  -8.2270  -10.0962
C  -16.0344  -7.1035  -10.2711
C  -17.3672  -7.2843  -9.9710
H  -20.2192  -6.6494  -8.0111
H  -18.5388  -6.9989  -7.7118
H  -19.8348  -6.3810  -5.4719
H  -18.9921  -7.8646  -5.4722
H  -21.5554  -6.7816  -3.9292
H  -22.6256  -8.2186  -4.2178
H  -23.3588  -7.9643  -6.9360
H  -24.9775  -6.5803  -8.2693
H  -25.5359  -4.2001  -7.4740
H  -24.2478  -3.3684  -5.5938
H  -22.6119  -4.7449  -4.2927
H  -19.9134  -8.4337  -9.9567
H  -19.3351  -9.9375  -9.6300
H  -17.3510  -10.4902  -8.7739
H  -14.8644  -10.1684  -9.2501
H  -14.1006  -8.0833  -10.3393
H  -15.6455  -6.1522  -10.6194
H  -18.1694  -6.5832  -10.2203
C  -18.8001  -13.6133  -1.3931
N  -20.0961  -14.2240  -1.1508
C  -20.1471  -15.4774  -0.3958
C  -21.0863  -13.9005  -1.9806
O  -20.9212  -12.9857  -2.8243
H  -18.3562  -13.9071  -2.3697
H  -18.1290  -14.0305  -0.6212
H  -18.8185  -12.5412  -1.2605
H  -21.1146  -15.9298  -0.5937
H  -20.1378  -15.2625  0.6505
H  -19.4150  -16.2230  -0.7587
H  -22.0369  -14.4586  -2.0066